51
Properties=species:S:1:pos:R:3:forces:R:3:mulliken_charge:R:1 method="wB97M-V/def2-TZVPD" energy_ha=-6208.01566 orbital_gap_ha=0.185 de_lowest_kcal_mol=58.38 charge=-2
Ca -0.45143 0.45959 -0.73960 1.81 1.86 0.65 0.788
S 0.78677 0.85712 1.67189 0.13 0.01 0.18 -0.460
C 0.66320 2.59176 1.80239 -0.09 -0.08 -0.31 0.623
C 0.95194 3.06386 3.11632 0.09 0.33 0.45 -0.122
N 1.19451 3.39999 4.19441 -0.03 0.00 -0.09 -0.616
C 0.34991 3.49464 0.81910 -0.01 -0.46 -0.07 0.573
S -0.01438 3.17032 -0.85656 0.06 0.19 0.13 -0.442
C 0.32251 4.88031 1.15162 0.03 0.54 0.25 -0.114
N 0.28929 6.01166 1.38171 0.00 -0.09 -0.01 -0.613
C 3.13122 -4.07883 -4.30108 -0.06 0.07 0.03 -1.534
C 1.85911 -3.64996 -3.62135 -0.02 0.00 -0.10 1.092
C 0.84076 -3.04223 -4.35513 0.09 0.00 0.06 -0.777
C -0.32763 -2.62495 -3.74249 -0.05 0.05 0.03 -0.181
C -0.47721 -2.81364 -2.37903 -0.15 0.07 0.12 -0.206
C 0.52302 -3.40919 -1.63090 0.01 -0.05 0.09 -0.487
C 1.68725 -3.83057 -2.25567 0.01 0.12 0.08 -0.701
S -2.04825 -2.49853 -1.60911 -0.29 -0.38 0.16 1.426
O -2.31965 -3.70958 -0.85660 -0.06 0.10 0.16 -0.737
O -3.00744 -2.19675 -2.65387 0.15 0.11 -0.06 -0.738
N -1.78769 -1.23956 -0.64702 -0.68 -1.84 -0.65 -0.585
C -2.84893 -0.54423 -0.15344 -1.27 -0.11 0.49 1.235
C -4.17125 -1.04859 -0.04576 0.18 -0.01 -0.06 -0.611
C -5.14795 -0.25050 0.49352 0.05 0.06 0.03 -0.492
C -4.83268 1.03666 0.93508 -0.01 -0.07 -0.02 -0.695
C -3.52553 1.45140 0.79953 0.01 0.22 0.11 -0.381
N -2.56337 0.69891 0.27518 -0.40 -0.38 -0.10 -0.239
H 2.91051 -4.56946 -5.25086 0.07 0.00 -0.02 0.405
H 3.70038 -4.76541 -3.67452 0.01 -0.01 -0.01 0.375
H 3.76227 -3.20923 -4.50287 0.00 -0.02 -0.01 0.273
H 0.97620 -2.88202 -5.41911 -0.02 -0.01 0.00 0.336
H -1.13082 -2.16114 -4.29752 0.03 0.02 -0.02 0.455
H 0.37020 -3.56314 -0.56965 0.04 -0.01 -0.02 0.421
H 2.47833 -4.28838 -1.67146 -0.02 0.00 0.01 0.249
H -4.37613 -2.05197 -0.38782 -0.07 0.00 0.02 0.407
H -6.16246 -0.62234 0.58451 0.01 -0.03 -0.02 0.361
H -5.58028 1.68814 1.36538 0.03 0.02 0.01 0.356
H -3.21690 2.43992 1.12424 0.04 -0.01 -0.04 0.416
O 0.22961 0.32314 -2.79636 -0.34 -0.05 -0.84 -0.778
S 1.74471 0.11985 -2.74687 1.17 0.14 -1.13 0.017
N 1.94711 -0.52790 -1.26195 -0.74 -0.35 0.80 0.120
Br 7.03117 -3.08642 0.48870 0.00 0.00 0.02 -0.269
C 5.43603 -2.20613 -0.05236 0.07 0.15 -0.18 0.034
C 4.31342 -2.17579 0.79480 0.07 0.04 -0.20 -0.576
C 3.17222 -1.55905 0.39502 -0.02 -0.06 0.23 -0.476
N 3.07128 -0.97134 -0.86408 0.36 0.01 -0.20 0.052
C 4.22461 -0.89839 -1.64764 -0.17 0.14 -0.33 -0.344
C 5.38226 -1.52351 -1.25459 0.12 -0.32 0.45 -0.546
H 4.34747 -2.61857 1.77950 -0.04 -0.01 0.01 0.422
H 2.29541 -1.46005 1.01430 -0.05 0.05 -0.05 0.428
H 4.13331 -0.33124 -2.55996 0.04 0.00 0.07 0.459
H 6.25449 -1.46365 -1.89078 -0.03 0.01 -0.06 0.399